185
Properties=species:S:1:pos:R:3:forces:R:3:lowdin_charge:R:1 method="wB97M-V/def2-TZVPD" smiles="COP(=O)(OC)OC.COP(=O)(OC)OC.COP(=O)(OC)OC.COP(=O)(OC)OC.COP(=O)(OC)OC.COP(=O)(OC)OC.COCCOCCOC.CN(C)C=O.CN(C)C=O.CN(C)C=O.CN(C)C=O.CN(C)C=O" homo_lumo_gap_ev=9.1 lumo_energy_ev=-0.014
C 6.382395 2.707080 4.969823 0.1 -0.6 1.3 -0.103
O 4.955734 2.783576 5.179779 -0.4 -1.1 -0.6 -0.244
P 4.071463 1.472955 4.723101 1.9 0.7 -1.5 0.382
O 4.770538 0.171155 4.756169 -0.5 1.2 -0.2 -0.234
O 2.842325 1.521832 5.639620 -2.5 1.8 1.0 -0.212
C 2.031244 2.832548 5.752293 1.0 -1.4 -1.3 0.012
O 3.488256 1.942730 3.248294 0.6 0.4 1.1 -0.253
C 4.343183 2.643007 2.313979 0.6 -1.0 -1.3 -0.091
H 6.670902 1.658773 4.873941 0.0 0.1 -0.7 0.079
H 6.879300 2.986302 5.899558 -0.2 0.4 0.0 0.086
H 6.721739 3.363343 4.180459 -0.1 -0.1 -0.4 0.081
H 2.316536 3.335488 6.671248 -0.1 -0.2 -0.1 0.091
H 0.972823 2.595174 5.644820 0.2 -0.4 0.6 0.083
H 2.269058 3.393263 4.845937 0.2 0.3 0.4 0.057
H 5.310913 2.141120 2.214403 0.1 0.0 0.5 0.091
H 4.539699 3.718924 2.391334 -0.6 -0.2 1.0 0.085
H 3.945107 2.498312 1.306875 -0.5 0.0 0.2 0.059
C -1.455076 -2.280484 -1.327572 -0.3 0.7 1.0 -0.030
O -1.283886 -1.012421 -0.556190 -0.7 -2.6 -1.1 -0.235
P -0.075128 -0.221038 -1.122326 0.5 1.6 -0.2 0.293
O -0.119325 0.227253 -2.516327 -0.6 0.5 0.1 -0.219
O -0.149090 0.809826 0.099711 1.4 1.4 -1.3 -0.252
C 0.723515 2.004169 -0.154294 -1.1 -0.8 0.4 -0.025
O 1.277523 -1.023528 -1.011070 0.2 -1.1 2.4 -0.199
C 1.557486 -1.632692 0.310754 0.3 0.2 0.1 -0.042
H -0.739559 -2.989655 -0.917119 -0.1 -0.2 -0.2 0.090
H -1.324843 -2.123919 -2.399924 0.0 0.1 0.2 0.061
H -2.470128 -2.582194 -1.101207 -0.1 -0.2 -0.1 0.075
H 0.690048 2.258125 -1.206638 0.3 -0.2 -0.2 0.064
H 1.719669 1.789372 0.211230 0.2 0.1 -0.1 0.078
H 0.230391 2.806676 0.366741 0.1 0.3 0.4 0.056
H 2.375595 -1.138613 0.837012 0.0 0.4 -0.4 0.095
H 1.873417 -2.645882 0.158013 0.1 -0.6 -0.4 0.057
H 0.739244 -1.668000 1.042066 -0.3 0.3 -0.7 0.082
C -0.471009 -5.637480 2.849176 0.8 -0.8 -0.2 -0.014
O 0.480514 -6.779859 2.511641 -1.5 1.9 0.5 -0.200
P 1.340156 -6.653665 1.202835 0.6 -0.9 -1.1 0.362
O 2.201843 -7.860784 1.076348 -0.8 1.5 -0.1 -0.245
O 0.305624 -6.357298 -0.020240 0.8 -0.6 0.4 -0.234
C -0.302487 -7.530491 -0.537790 -0.8 -1.3 0.2 -0.127
O 2.025524 -5.220627 1.129098 0.6 -0.3 1.4 -0.259
C 3.188681 -5.016470 2.023527 0.0 0.2 -0.9 -0.037
H -1.324373 -6.085678 3.336493 0.0 -0.3 0.2 0.079
H -0.850922 -5.119736 1.973704 0.3 -0.1 -0.3 0.063
H 0.022655 -4.922104 3.511293 0.1 -0.3 -0.1 0.079
H 0.127899 -8.467703 -0.185003 0.3 0.2 0.6 0.084
H -0.222589 -7.676239 -1.602374 0.1 0.9 -0.6 0.069
H -1.356207 -7.567035 -0.263611 -0.1 0.3 0.0 0.088
H 3.682008 -5.963369 2.255812 -0.2 0.1 -0.1 0.091
H 2.953599 -4.444896 2.912323 -0.6 -0.2 0.3 0.078
H 3.853837 -4.375267 1.451829 0.2 -0.2 -0.1 0.080
C -4.432953 0.724670 -6.238434 0.5 -0.3 -0.1 -0.059
O -4.888255 -0.678437 -6.130027 0.6 2.2 0.1 -0.196
P -5.265091 -1.203248 -4.697411 0.8 0.4 0.3 0.321
O -6.443348 -0.570645 -4.097379 0.0 -0.5 0.1 -0.227
O -5.184255 -2.716224 -5.085579 -0.5 -1.0 0.8 -0.224
C -5.461003 -3.658456 -3.965996 0.0 2.1 -1.7 -0.028
O -3.962183 -1.141835 -3.742806 -0.7 0.3 0.5 -0.234
C -3.829027 -0.063956 -2.779046 -0.1 0.3 -0.2 -0.069
H -4.465162 0.944267 -7.289767 0.2 0.0 -0.4 0.079
H -3.412582 0.848958 -5.859068 0.0 -0.6 -0.2 0.085
H -4.970272 1.537707 -5.746413 -0.9 -0.8 0.3 0.091
H -6.487803 -3.439319 -3.733396 -0.4 -0.5 0.7 0.083
H -4.772341 -3.398797 -3.170481 0.1 -0.5 0.2 0.068
H -5.328396 -4.578668 -4.473890 0.1 -1.1 0.3 0.080
H -3.127402 0.601451 -3.251418 0.4 0.5 0.3 0.080
H -3.460709 -0.383363 -1.803999 0.3 -0.5 -0.4 0.053
H -4.754513 0.465864 -2.548992 -0.2 -0.2 -0.5 0.077
C 1.776784 5.715526 -0.902795 -1.7 0.2 1.7 0.000
O 0.320127 5.277456 -0.809259 2.6 0.3 -0.3 -0.243
P -0.635302 6.128163 -1.721528 -1.8 1.7 0.9 0.283
O -0.163659 6.585772 -3.016208 0.6 -0.7 -0.7 -0.214
O -1.939922 5.270549 -1.542746 -0.8 -2.5 -1.3 -0.238
C -1.946405 3.843533 -2.117583 0.4 1.5 0.9 0.010
O -1.105831 7.452578 -0.928278 -0.4 -0.3 1.2 -0.215
C -1.805991 7.344767 0.365412 1.7 0.1 0.0 -0.056
H 1.780612 6.796534 -0.812880 0.0 0.3 -0.8 0.081
H 2.271871 5.319288 -1.776352 0.0 -0.1 0.0 0.071
H 2.185089 5.443246 0.069324 0.3 -0.8 -0.3 0.081
H -2.952139 3.569419 -2.418011 -0.1 0.4 0.1 0.081
H -1.615008 3.149785 -1.335860 0.0 0.3 -0.2 0.067
H -1.276886 3.847831 -2.970540 0.1 -0.2 -0.1 0.076
H -1.108683 7.585576 1.186285 0.2 -0.3 -0.4 0.072
H -2.122066 6.319025 0.485428 -0.6 0.0 0.2 0.060
H -2.564072 8.108566 0.518145 -0.4 -0.2 -0.9 0.088
C 2.335453 3.227963 -4.086352 0.4 -0.9 0.1 -0.040
O 3.081945 2.006981 -3.712050 -1.1 1.6 -1.3 -0.211
P 4.249207 2.153458 -2.676734 -0.2 -0.7 0.6 0.281
O 3.832976 2.567892 -1.325930 0.2 -0.1 -0.2 -0.239
O 4.871510 0.725695 -2.882908 0.1 -1.8 1.0 -0.203
C 4.401402 -0.467498 -2.128883 0.8 0.3 0.3 -0.030
O 5.331779 3.103485 -3.287062 0.0 0.5 -0.7 -0.228
C 5.805548 2.981635 -4.688262 -0.8 -0.8 1.8 -0.024
H 1.380422 3.159720 -3.578596 -0.1 0.3 0.1 0.073
H 2.179084 3.239316 -5.167187 0.1 -0.3 0.2 0.093
H 2.888417 4.134446 -3.835881 -0.1 -0.1 0.2 0.079
H 3.806326 -0.172853 -1.282396 -0.9 0.4 -0.1 0.054
H 5.236625 -0.937036 -1.609615 0.6 0.2 -0.5 0.086
H 3.942478 -1.252616 -2.735989 -0.1 0.7 -0.4 0.077
H 5.443325 2.026722 -5.075052 0.2 0.1 -0.2 0.086
H 6.872872 2.955121 -4.505228 0.2 0.3 -0.9 0.093
H 5.361814 3.804016 -5.240626 0.5 0.1 -0.1 0.088
C 4.001611 6.282728 5.359925 0.6 -0.3 0.2 -0.116
O 3.611415 7.458398 4.702951 -0.4 0.1 -0.7 -0.181
C 3.247576 7.215306 3.320052 -0.4 0.1 1.6 -0.155
C 1.748101 7.007317 3.282047 0.4 -0.2 -1.0 -0.181
O 1.388514 5.646334 3.561470 1.2 1.0 0.1 -0.134
C 0.013395 5.555978 3.672469 -1.4 -0.6 -0.7 -0.203
C -0.487790 4.515361 2.671006 0.5 -0.4 0.4 -0.202
O -1.823132 4.200882 2.971011 -0.2 0.4 0.3 -0.141
C -2.424690 3.462953 1.968902 -0.6 -1.3 -1.4 -0.120
H 4.793560 5.867843 4.729962 0.0 -0.7 0.4 0.085
H 3.231379 5.540968 5.610145 -0.3 0.2 -0.8 0.072
H 4.400819 6.516362 6.340226 0.4 0.5 0.0 0.087
H 3.745031 6.307093 2.968271 0.1 0.1 -0.2 0.113
H 3.553560 8.104714 2.750056 -0.2 -0.4 0.1 0.134
H 1.378153 7.269526 2.287719 -0.1 -0.1 -0.3 0.118
H 1.268136 7.691391 3.967433 0.0 0.1 0.5 0.129
H -0.456929 6.501756 3.399771 -0.2 0.1 0.2 0.113
H -0.315637 5.308103 4.683518 0.1 -0.1 0.1 0.134
H 0.179782 3.637789 2.671130 -0.2 -0.2 0.5 0.122
H -0.369059 4.848833 1.647632 -0.2 0.6 -0.4 0.098
H -3.495098 3.305791 2.043835 -0.3 0.3 1.1 0.085
H -2.025455 2.441046 1.876487 0.4 0.1 0.1 0.079
H -2.392216 3.904023 0.972066 0.6 0.4 -0.2 0.078
C 0.053146 0.404058 3.306445 -0.7 -0.4 -0.2 -0.048
N 0.155307 -0.955356 3.789348 -0.3 -0.5 -0.2 -0.176
C -1.033173 -1.798877 3.814194 0.1 0.2 0.5 -0.034
C 1.321264 -1.465442 4.223458 0.0 0.5 0.0 -0.341
O 1.470438 -2.574387 4.689851 0.2 -0.4 -0.1 0.010
H 1.013665 0.881440 3.224722 0.5 0.1 0.3 0.071
H -0.626198 0.968754 3.944789 0.1 0.3 0.1 0.093
H -0.350823 0.409742 2.301449 -0.2 0.0 -0.2 0.058
H -1.317064 -2.180224 2.831533 -0.2 0.4 -0.1 0.074
H -0.826337 -2.673989 4.425125 0.2 0.0 0.1 0.075
H -1.832228 -1.248941 4.326519 -0.1 -0.1 -0.5 0.093
H 2.115392 -0.720463 4.100618 0.5 -0.1 0.2 0.115
C -6.576388 -5.122472 1.889605 0.4 -0.7 0.4 -0.061
N -5.420261 -4.358264 1.469334 1.2 0.7 0.3 -0.184
C -5.536923 -3.515916 0.297798 0.3 0.0 -0.4 -0.053
C -4.194898 -4.384418 2.115057 -1.8 -0.9 -0.6 -0.309
O -3.218394 -3.779473 1.745694 0.5 0.2 0.2 0.009
H -7.405699 -4.528133 2.272439 0.0 0.3 -0.3 0.087
H -6.302672 -5.791121 2.721123 0.1 0.2 -0.3 0.089
H -6.917360 -5.765054 1.073760 -0.1 0.1 0.0 0.092
H -6.377561 -2.836689 0.391265 -0.2 0.0 -0.2 0.088
H -4.632821 -2.963814 0.065991 0.2 0.4 0.9 0.052
H -5.561506 -4.089720 -0.618066 -0.9 -0.6 -0.3 0.082
H -4.235257 -5.107723 2.950743 0.3 0.3 0.1 0.135
C 2.515470 -6.690298 -3.071931 0.4 -0.2 -0.4 -0.046
N 3.044529 -5.357547 -3.020825 0.1 0.0 1.4 -0.168
C 2.962492 -4.641822 -1.746092 -0.1 -0.1 -0.1 -0.031
C 3.525736 -4.696317 -4.076019 -0.6 1.4 -0.2 -0.332
O 3.759786 -3.491123 -4.025648 0.5 -0.5 -0.5 -0.023
H 1.427694 -6.688034 -3.018903 -0.1 0.0 0.0 0.074
H 2.917662 -7.292854 -2.268283 0.0 -0.1 0.4 0.091
H 2.837570 -7.166900 -3.995741 -0.2 0.0 -0.2 0.092
H 3.239228 -3.611253 -1.926497 0.0 0.1 -0.1 0.068
H 1.952295 -4.671609 -1.346276 -0.2 -0.1 0.0 0.069
H 3.633135 -5.040844 -0.977187 0.0 -0.3 -0.3 0.094
H 3.574475 -5.286489 -4.997144 0.2 0.0 -0.1 0.134
C -1.485184 -4.378861 -4.240149 -1.1 0.1 0.5 -0.085
N -0.262052 -4.073434 -4.903382 1.1 0.6 1.2 -0.163
C 0.473467 -2.860649 -4.468844 0.2 -0.1 -1.2 -0.018
C 0.268660 -4.942173 -5.804167 -1.4 0.3 -0.8 -0.352
O 1.260920 -4.798205 -6.474531 0.8 0.0 0.3 0.025
H -2.092654 -3.478334 -4.148793 -0.1 0.2 -0.2 0.073
H -1.440488 -4.764036 -3.204732 0.6 -0.1 -0.3 0.089
H -2.065137 -5.080636 -4.829258 -0.1 -0.2 -0.1 0.081
H -0.111389 -1.944148 -4.622312 -0.2 -0.4 0.2 0.094
H 0.921246 -2.842408 -3.468889 -0.4 -0.5 0.0 0.082
H 1.294806 -2.799427 -5.170336 0.4 0.1 0.0 0.078
H -0.467369 -5.743289 -6.050558 0.3 -0.1 0.4 0.136
C -3.707220 0.047114 0.875122 0.1 0.1 0.5 -0.044
N -5.017821 0.624164 1.136449 0.2 0.0 -0.6 -0.165
C -5.917881 0.041030 2.112416 0.0 -0.6 -0.4 -0.048
C -5.426838 1.660145 0.361694 -1.2 -0.6 1.9 -0.364
O -4.789846 2.210488 -0.480350 1.0 0.8 -1.5 0.034
H -3.816279 -0.958672 0.461251 0.3 0.1 0.2 0.071
H -3.085877 0.059533 1.768272 -0.2 -0.6 0.5 0.086
H -3.105186 0.679926 0.231169 -0.5 0.1 -0.5 0.069
H -6.854643 0.593645 2.125493 0.1 0.3 0.2 0.082
H -6.242219 -0.995984 1.887351 0.6 0.3 -0.1 0.077
H -5.434218 0.039394 3.082147 -0.1 0.0 0.3 0.087
H -6.431774 1.977984 0.695348 -0.1 0.2 -0.4 0.135